6
Properties=species:S:1:pos:R:3:forces:R:3 method="wB97M-V/def2-TZVPD" total_energy_ev=-4159.694 smiles=O.O relative_energy_kcal_mol=5.6 gap_ev=12.05 homo_energy_ev=-11.065 e_lumo_ev=0.99
O 1.243707 -0.033438 -0.097437 -0.36 1.37 -1.64
H 0.962025 0.900298 0.073548 0.61 -1.40 0.34
H 1.644362 -0.450202 0.641504 0.46 0.02 1.25
O -1.257170 0.072668 0.060536 1.32 1.13 0.58
H -0.460747 -0.392553 -0.255485 -0.55 -0.02 0.09
H -2.037938 -0.371384 -0.164365 -1.47 -1.09 -0.62